[1]
{"formula": "C44H74BrF3N2O16S8", "method": "the ωB97M-V functional and the def2-TZVPD basis", "elements": ["C", "C", "C", "Br", "C", "C", "N", "C", "C", "C", "C", "F", "F", "F", "C", "C", "C", "N", "H", "H", "H", "H", "H", "H", "H", "H", "H", "H", "O", "S", "O", "C", "C", "C", "C", "H", "H", "H", "H", "H", "H", "H", "H", "O", "S", "O", "C", "C", "C", "C", "H", "H", "H", "H", "H", "H", "H", "H", "O", "S", "O", "C", "C", "C", "C", "H", "H", "H", "H", "H", "H", "H", "H", "O", "S", "O", "C", "C", "C", "C", "H", "H", "H", "H", "H", "H", "H", "H", "O", "S", "O", "C", "C", "C", "C", "H", "H", "H", "H", "H", "H", "H", "H", "O", "S", "O", "C", "C", "C", "C", "H", "H", "H", "H", "H", "H", "H", "H", "O", "S", "O", "C", "C", "C", "C", "H", "H", "H", "H", "H", "H", "H", "H", "O", "S", "O", "C", "C", "C", "C", "H", "H", "H", "H", "H", "H", "H", "H"], "xyz": [[10.564050, 1.569160, -1.425692], [8.924852, 1.687547, -1.538080], [8.143573, 0.254292, -1.697506], [9.060949, -1.095136, -2.849845], [6.542209, 0.510784, -2.099747], [5.942068, 0.191396, -3.580157], [4.523858, 0.355016, -4.055747], [3.733209, 0.928339, -2.914671], [2.113467, 1.213860, -3.220109], [1.093361, 1.888480, -2.091442], [-0.510995, 2.166350, -2.357906], [-1.008153, 1.181715, -3.384846], [-0.799051, 3.543390, -2.884244], [-1.241692, 1.957541, -1.051755], [1.664185, 2.309102, -0.585998], [3.244855, 1.990220, -0.289003], [4.259675, 1.314433, -1.426023], [5.680547, 1.078876, -1.006166], [11.013627, 2.619565, -1.078224], [10.990866, 1.297699, -2.483821], [10.926386, 0.801946, -0.585352], [8.515040, 2.173831, -0.528094], [8.577887, 2.425990, -2.395774], [8.097324, -0.216242, -0.601145], [6.717721, -0.222200, -4.388445], [1.642146, 0.938988, -4.275254], [0.906199, 2.788873, 0.189752], [3.710553, 2.277845, 0.769559], [10.532795, -3.379240, -4.282812], [11.437201, -4.460864, -3.953764], [12.799786, -4.509144, -4.445173], [11.458499, -4.660048, -2.183034], [10.324465, -5.634317, -1.901051], [10.430092, -6.715170, -2.975854], [10.625977, -6.010539, -4.317194], [11.324573, -3.692430, -1.696451], [12.425518, -5.090596, -1.906360], [10.396964, -6.054752, -0.893775], [9.358874, -5.121617, -1.985967], [11.295535, -7.355264, -2.765558], [9.543735, -7.357028, -2.992790], [11.252187, -6.598634, -4.992859], [9.668415, -5.787733, -4.795841], [6.832177, -7.000729, -5.340947], [7.682671, -6.572825, -6.431676], [9.124129, -6.718624, -6.394352], [7.071722, -7.296338, -7.941274], [6.051202, -6.290878, -8.453462], [6.687516, -4.916252, -8.253188], [7.273186, -4.883097, -6.842529], [6.642199, -8.278729, -7.737797], [7.914445, -7.389166, -8.632828], [5.799178, -6.472834, -9.502272], [5.128005, -6.360083, -7.865791], [7.488723, -4.774603, -8.988674], [5.962293, -4.109535, -8.398641], [8.176086, -4.268980, -6.796161], [6.541084, -4.524936, -6.113544], [-6.731032, 2.253035, -3.936361], [-6.421064, 3.105826, -2.808176], [-7.394988, 4.008595, -2.227717], [-5.729074, 2.097755, -1.511812], [-4.236007, 2.083248, -1.803854], [-3.873778, 3.518885, -2.181126], [-4.925141, 4.011301, -3.174218], [-6.180061, 1.104143, -1.529965], [-5.938884, 2.589683, -0.557332], [-3.661262, 1.732561, -0.941697], [-4.024624, 1.414855, -2.647067], [-3.891870, 4.147698, -1.282681], [-2.867559, 3.583844, -2.606803], [-5.112575, 5.082349, -3.063563], [-4.637464, 3.787920, -4.205244], [2.579499, -2.293921, -5.688078], [3.483905, -3.375545, -5.359029], [4.846490, -3.423825, -5.850438], [3.505203, -3.574729, -3.588299], [2.371169, -4.548999, -3.306317], [2.476797, -5.629852, -4.381119], [2.672681, -4.925221, -5.722459], [3.371278, -2.607111, -3.101716], [4.472223, -4.005277, -3.311625], [2.443669, -4.969433, -2.299040], [1.405578, -4.036298, -3.391232], [3.342240, -6.269945, -4.170823], [1.590439, -6.271710, -4.398056], [3.298892, -5.513316, -6.398124], [1.715119, -4.702415, -6.201107], [-3.119933, 0.919684, 2.639851], [-4.265874, 1.781218, 2.438078], [-4.203770, 2.975344, 1.619141], [-5.635019, 0.780586, 1.890545], [-6.307678, 0.327762, 3.177879], [-6.337700, 1.557460, 4.084268], [-4.951630, 2.198064, 4.034210], [-5.271742, -0.048532, 1.280976], [-6.300945, 1.418209, 1.301456], [-7.311972, -0.063286, 2.990524], [-5.717381, -0.465995, 3.651102], [-7.085874, 2.267359, 3.711153], [-6.615509, 1.297162, 5.110409], [-5.007072, 3.285112, 4.133051], [-4.292718, 1.787029, 4.803986], [-4.184327, -1.401959, 5.689501], [-3.874360, -0.549168, 6.817687], [-4.848283, 0.353601, 7.398145], [-3.182370, -1.557239, 8.114050], [-1.689303, -1.571747, 7.822008], [-1.327074, -0.136109, 7.444736], [-2.378437, 0.356307, 6.451644], [-3.633356, -2.550851, 8.095898], [-3.392179, -1.065311, 9.068530], [-1.114558, -1.922433, 8.684165], [-1.477919, -2.240139, 6.978795], [-1.345166, 0.492704, 8.343181], [-0.320855, -0.071150, 7.019060], [-2.565871, 1.427355, 6.562299], [-2.090760, 0.132926, 5.420619], [-9.587855, 8.068911, 2.058632], [-9.962586, 6.833004, 1.404227], [-10.014532, 5.567359, 2.108427], [-11.513876, 7.086548, 0.564688], [-11.116595, 7.597319, -0.812276], [-9.934628, 6.733332, -1.249404], [-8.969048, 6.645833, -0.068698], [-12.130219, 7.792803, 1.123533], [-12.018773, 6.118420, 0.495018], [-11.948760, 7.534951, -1.519552], [-10.803904, 8.646382, -0.748006], [-10.292705, 5.729491, -1.508286], [-9.439234, 7.143440, -2.135008], [-8.455008, 5.681749, -0.040012], [-8.237094, 7.457925, -0.089235], [-4.781632, 3.413393, 9.581485], [-5.459292, 2.642202, 10.602355], [-4.742771, 1.819400, 11.556319], [-6.559171, 3.726130, 11.491725], [-7.859783, 3.669843, 10.704331], [-8.065226, 2.198175, 10.348543], [-6.734264, 1.663344, 9.822648], [-6.132632, 4.729198, 11.545594], [-6.690134, 3.317538, 12.498178], [-8.697794, 4.068458, 11.283529], [-7.769227, 4.262939, 9.786466], [-8.356378, 1.642654, 11.248299], [-8.862543, 2.067829, 9.610170], [-6.593288, 0.610829, 10.081215], [-6.649158, 1.795857, 8.740582]], "forces_ev_per_a": [[-0.06, 0.51, 0.21], [-0.21, 0.50, 0.52], [-1.62, 0.93, 2.00], [-0.70, 0.95, 0.59], [-3.22, 0.93, 0.21], [-1.67, 0.54, 0.54], [3.68, 1.47, 6.70], [-1.89, 0.70, 0.58], [-0.74, 1.38, 3.12], [3.59, -0.76, 0.19], [0.34, -0.77, -0.34], [1.10, 3.45, 3.46], [0.80, -4.59, 1.84], [2.04, 0.93, -4.64], [3.47, -2.02, -2.65], [-2.63, 0.00, -2.37], [-0.21, -0.06, -0.37], [-0.92, -1.57, -5.77], [-1.12, -2.23, -0.95], [-0.66, 0.40, 2.26], [-1.01, 1.47, -2.06], [0.76, -1.18, -2.19], [0.98, -1.63, 1.61], [0.10, 0.87, -2.58], [-2.03, 0.96, 1.99], [1.29, 0.59, 2.52], [2.03, -1.19, -1.75], [-1.10, -0.78, -2.69], [0.27, 0.06, -0.13], [0.47, -0.50, -0.04], [-0.48, 0.45, -0.02], [-0.02, 0.11, 0.62], [-0.23, -0.04, 0.13], [0.04, -0.30, 0.12], [-0.15, -0.17, 0.20], [0.10, -0.01, -0.18], [-0.09, 0.10, -0.12], [-0.02, 0.09, -0.12], [0.12, -0.02, 0.04], [-0.11, 0.08, 0.00], [0.14, 0.10, -0.06], [-0.19, 0.34, -0.02], [0.69, 0.11, 0.39], [0.44, -0.08, 0.07], [-0.09, 0.23, -0.55], [-0.76, -0.55, -0.22], [-0.25, -0.37, -0.42], [-0.21, 0.06, -0.08], [-0.02, 0.22, -0.28], [0.03, 0.55, 0.06], [0.18, 0.08, 0.12], [-0.06, 0.01, 0.17], [0.01, -0.01, 0.16], [0.10, -0.04, -0.07], [-0.11, -0.05, 0.08], [0.14, -0.10, 0.12], [-0.06, -0.20, 0.17], [0.24, -0.20, -0.15], [-0.22, 0.36, 0.29], [-0.09, -0.05, 0.11], [-0.10, -0.24, -0.37], [0.15, -0.33, 0.36], [0.17, -0.20, 0.02], [0.34, 0.13, 0.21], [0.48, 0.43, -0.22], [-0.13, 0.17, -0.11], [0.04, 0.03, -0.18], [-0.15, 0.09, -0.15], [-0.05, 0.03, 0.10], [-0.01, -0.14, -0.08], [-0.47, 0.05, 0.12], [-0.15, -0.22, -0.12], [-0.20, -0.02, 0.13], [0.53, -0.33, -0.10], [-0.08, 0.37, 0.16], [-0.49, 0.40, -0.14], [0.04, -0.01, 0.56], [-0.26, -0.01, 0.11], [0.02, -0.38, 0.17], [-0.28, -0.59, -0.29], [0.10, 0.01, -0.23], [-0.08, 0.09, -0.11], [-0.01, 0.09, -0.15], [0.14, -0.02, 0.06], [-0.11, 0.10, -0.04], [0.16, 0.09, -0.03], [-0.07, 0.25, 0.02], [0.21, 0.12, 0.04], [-0.04, 0.41, -0.22], [-0.11, 0.07, -0.07], [0.38, -0.34, 0.03], [-0.40, -0.34, -0.21], [-0.01, -0.30, 0.19], [-0.39, 0.05, 0.14], [-0.16, 0.27, 0.61], [0.12, 0.19, 0.01], [0.14, -0.04, 0.09], [0.15, 0.06, 0.00], [-0.07, 0.09, -0.07], [0.12, -0.07, 0.04], [0.12, 0.05, -0.14], [0.21, -0.18, -0.10], [-0.04, 0.05, -0.21], [-0.28, 0.36, 0.24], [0.00, 0.00, 0.21], [-0.13, -0.30, -0.48], [0.15, -0.36, 0.41], [0.22, -0.17, -0.08], [0.29, 0.15, 0.25], [0.49, 0.42, -0.27], [-0.11, 0.19, -0.08], [-0.04, -0.01, -0.15], [-0.11, 0.03, -0.13], [-0.05, 0.04, 0.13], [-0.01, -0.10, -0.13], [-0.18, 0.02, 0.05], [-0.14, -0.20, -0.08], [-0.21, 0.00, 0.08], [-0.09, -0.46, 0.07], [0.01, -0.24, 0.18], [0.13, 0.57, 0.11], [-0.54, 0.13, -0.21], [-0.01, 0.22, -0.17], [-0.07, -0.16, -0.35], [0.49, -0.14, -0.46], [0.16, -0.14, 0.10], [0.11, 0.10, 0.08], [0.11, 0.03, 0.12], [-0.09, -0.11, 0.02], [0.10, 0.15, 0.03], [-0.05, -0.13, 0.16], [-0.04, 0.19, 0.13], [-0.14, -0.10, 0.16], [0.06, -0.30, 0.42], [0.23, -0.13, 0.08], [0.12, 0.32, -0.45], [-0.31, 0.41, 0.28], [-0.19, 0.17, -0.14], [-0.32, -0.12, 0.11], [-0.44, -0.42, -0.37], [0.13, -0.20, -0.01], [0.10, 0.02, -0.14], [0.13, -0.02, -0.09], [0.00, -0.04, 0.15], [0.03, 0.09, -0.11], [0.14, -0.01, 0.12], [0.20, 0.23, -0.13], [0.18, -0.03, 0.21]], "gap_ev": 7.3, "homo_energy_ev": -8.920, "smiles": "CC[C@H](Br)c1cnc2cc(C(F)(F)F)ccc2n1.O=S1(=O)CCCC1.O=S1(=O)CCCC1.O=S1(=O)CCCC1.O=S1(=O)CCCC1.O=S1(=O)CCCC1.O=S1(=O)CCCC1.O=S1(=O)CCCC1.O=S1(=O)CCCC1"}



[2]
{"formula": "C17H21Cl2NO5PbS", "method": "the ωB97M-V functional and the def2-TZVPD basis", "elements": ["C", "C", "C", "C", "C", "C", "C", "C", "C", "C", "Pb", "Cl", "Cl", "O", "H", "H", "H", "H", "H", "H", "H", "H", "H", "H", "H", "H", "H", "H", "H", "H", "O", "H", "O", "S", "O", "N", "C", "O", "C", "C", "C", "C", "C", "C", "H", "H", "H", "H"], "xyz": [[0.322381, -1.175718, -2.604835], [1.188853, -0.051452, -2.779228], [0.371045, 1.122459, -2.802330], [2.648054, -0.085152, -2.804971], [-0.990892, 0.703455, -2.767500], [-1.013259, -0.706783, -2.590328], [-2.212968, -1.519828, -2.296249], [0.753706, -2.570154, -2.374709], [0.830402, 2.512015, -2.702571], [-2.172218, 1.588850, -2.788075], [-0.108658, -0.490561, 1.199806], [3.444363, 2.156698, -1.076636], [2.176027, -1.465117, 0.637716], [-1.316407, 0.968541, 0.144469], [3.033287, -1.056295, -2.471438], [3.045830, 0.732471, -2.015110], [3.051877, 0.197459, -3.793890], [1.742136, 2.538919, -2.048683], [0.061276, 3.129081, -2.221847], [1.096549, 2.934224, -3.682714], [-1.986342, 2.482450, -2.174883], [-3.045104, 1.065552, -2.373912], [-2.408893, 1.906781, -3.819264], [-2.974847, -0.885454, -1.821886], [-1.951205, -2.326925, -1.594417], [-2.638926, -1.969939, -3.209294], [1.702579, -2.571870, -1.823369], [0.872774, -3.116582, -3.326386], [0.012462, -3.090649, -1.750933], [-1.671613, 1.651072, 0.713498], [-1.193139, -2.310009, 1.545185], [-2.107529, -2.265850, 1.129835], [3.212282, 2.903877, 5.904184], [2.863770, 1.623131, 5.306722], [3.876500, 0.596839, 5.153918], [1.974455, 1.798807, 3.889704], [0.817746, 1.156316, 3.904833], [0.074819, 0.998189, 2.863227], [0.434747, 0.681105, 5.250773], [-0.733754, 0.049270, 5.678209], [-0.918910, -0.199154, 7.032097], [0.051165, 0.169975, 7.974881], [1.273962, 0.693327, 7.519190], [1.428252, 0.949238, 6.159019], [-1.453378, -0.240930, 4.924279], [-1.823665, -0.682170, 7.377716], [-0.130640, 0.060485, 9.044917], [2.092150, 0.924904, 8.196480]], "forces_ev_per_a": [[-1.49, 0.53, 0.25], [-0.33, -0.57, 0.30], [-3.02, -0.55, -0.44], [0.34, 0.25, 0.63], [2.70, 1.57, -0.12], [1.99, -1.33, 0.08], [-0.29, -0.19, 0.12], [0.17, -0.39, -0.02], [0.58, 0.53, 0.21], [-0.33, 0.25, 0.06], [0.24, 0.22, -1.20], [1.45, 1.19, 1.42], [0.18, -0.07, 0.11], [-0.18, -0.62, -0.36], [0.00, 0.07, -0.38], [-0.57, -1.39, -1.50], [0.01, 0.01, 0.34], [-0.94, 0.25, -0.79], [0.07, 0.06, -0.23], [-0.04, 0.17, 0.10], [-0.15, -0.16, -0.20], [0.09, 0.28, -0.12], [-0.07, 0.03, 0.28], [0.05, -0.30, -0.11], [-0.20, 0.11, -0.24], [-0.04, 0.02, 0.25], [-0.22, -0.24, -0.21], [0.06, -0.12, 0.28], [0.24, -0.08, -0.18], [0.13, 0.21, 0.49], [-1.99, -0.24, -0.53], [1.62, 0.06, 0.73], [-0.03, -1.00, -0.53], [-1.85, 0.09, -0.99], [-0.50, 0.88, 0.32], [0.74, -0.28, 0.20], [0.97, 0.61, -1.37], [0.36, 0.60, 2.13], [-0.58, -0.56, 0.73], [0.37, 0.17, -0.39], [0.19, 0.16, 0.36], [0.49, 0.15, -0.57], [-0.27, 0.06, -0.11], [0.48, -0.36, 1.46], [-0.17, 0.02, 0.09], [-0.09, 0.05, -0.05], [0.06, -0.16, -0.31], [-0.20, 0.00, 0.01]], "charge": -2, "gap_ev": [5.4, 4.9], "homo_energy_ev": [-1.146, -1.214]}



Ordered energy results: -9092.8816 -2602.7554; unit hartree.
Ordered maximum force results: 7.8 3.1; unit eV Å⁻¹.